[1]
Entry from OMol25: a 15-piece molecular cluster, C51H120O33S9 overall (ωB97M-V/def2-TZVPD).

```
! wB97M-V def2-TZVPD RIJCOSX def2/J DEFGRID3
* xyz 0 1
C 0.226 4.529 4.487
C -0.528 5.844 4.355
C 0.486 6.858 4.899
O 1.758 6.249 4.755
C 1.604 4.997 4.053
H -0.213 3.747 3.865
H 0.233 4.239 5.539
H -1.481 5.804 4.891
H -0.828 6.060 3.324
H 0.254 7.098 5.939
H 0.367 7.779 4.322
H 2.408 4.290 4.260
H 1.711 5.288 3.005
C -1.112 1.952 -4.103
C -0.066 2.650 -4.978
C 0.606 1.541 -5.814
O -0.167 0.352 -5.562
C -0.829 0.468 -4.329
H -2.089 2.182 -4.535
H -1.074 2.286 -3.068
H 0.719 3.125 -4.385
H -0.505 3.400 -5.635
H 1.598 1.282 -5.432
H 0.619 1.743 -6.880
H -0.147 0.059 -3.565
H -1.761 -0.087 -4.199
C -5.388 -1.456 -1.253
C -6.434 -2.512 -0.945
C -6.758 -3.198 -2.284
O -5.938 -2.505 -3.219
C -4.776 -1.947 -2.569
H -4.658 -1.300 -0.453
H -5.825 -0.456 -1.336
H -7.299 -2.044 -0.470
H -6.061 -3.240 -0.219
H -7.778 -2.932 -2.563
H -6.631 -4.280 -2.225
H -4.462 -1.229 -3.326
H -3.989 -2.697 -2.433
C 5.842 3.562 -1.648
C 4.313 3.431 -1.534
C 3.982 2.284 -2.504
O 5.035 1.388 -2.214
C 6.233 2.116 -1.974
H 6.277 3.909 -0.712
H 6.062 4.328 -2.391
H 3.749 4.355 -1.671
H 3.981 3.061 -0.556
H 4.121 2.598 -3.548
H 3.002 1.862 -2.297
H 6.836 2.102 -2.892
H 6.707 1.532 -1.185
C 0.422 6.767 -1.087
C 0.993 5.341 -1.064
C 1.224 5.062 0.434
O 1.427 6.339 0.998
C 0.676 7.345 0.324
H -0.657 6.801 -1.265
H 0.805 7.423 -1.868
H 1.932 5.308 -1.612
H 0.301 4.608 -1.475
H 2.057 4.380 0.603
H 0.320 4.600 0.859
H 1.347 8.201 0.239
H -0.219 7.552 0.917
C -4.746 1.616 -2.957
C -5.278 2.972 -3.359
C -6.011 3.367 -2.088
O -5.108 2.952 -1.061
C -4.279 1.876 -1.512
H -4.017 1.200 -3.655
H -5.547 0.867 -2.971
H -5.857 3.061 -4.280
H -4.423 3.638 -3.535
H -6.950 2.801 -2.014
H -6.207 4.432 -1.976
H -4.457 0.954 -0.955
H -3.222 2.145 -1.475
O 0.892 0.839 -1.053
S -0.133 1.270 -0.148
O -0.940 2.430 -0.338
O -1.099 0.037 0.103
C -0.653 -1.319 -0.077
C -1.805 -2.206 0.361
C 0.572 1.525 1.488
H 0.264 -1.556 0.476
H -0.415 -1.492 -1.129
H -1.633 -3.267 0.241
H -2.642 -1.855 -0.245
H -2.044 -1.967 1.393
H -0.190 1.986 2.111
H 1.419 2.197 1.353
H 0.897 0.591 1.941
O 6.109 3.076 1.674
S 4.938 3.639 2.273
O 3.643 3.060 2.043
O 5.134 3.744 3.858
C 4.983 2.488 4.586
C 4.725 2.945 6.024
C 4.927 5.359 1.809
H 5.925 1.949 4.520
H 4.090 1.977 4.233
H 3.955 3.714 6.025
H 5.618 3.430 6.418
H 4.453 2.094 6.645
H 4.649 5.322 0.757
H 5.952 5.691 1.952
H 4.235 5.975 2.377
O -3.138 -0.737 6.028
S -2.822 -1.962 5.360
O -2.476 -3.112 6.120
O -4.074 -2.381 4.450
C -4.689 -1.316 3.689
C -5.496 -1.872 2.542
C -1.574 -1.600 4.135
H -3.933 -0.614 3.327
H -5.315 -0.705 4.344
H -4.864 -2.355 1.794
H -5.901 -0.990 2.038
H -6.286 -2.545 2.868
H -0.971 -2.502 4.030
H -0.970 -0.794 4.542
H -1.956 -1.366 3.149
O 5.544 -1.585 -6.698
S 5.182 -0.225 -6.448
O 4.762 0.638 -7.498
O 4.013 -0.183 -5.360
C 4.019 -1.211 -4.348
C 2.690 -1.135 -3.645
C 6.525 0.538 -5.539
H 4.863 -1.099 -3.662
H 4.137 -2.182 -4.826
H 1.837 -1.130 -4.331
H 2.577 -0.139 -3.198
H 2.456 -1.864 -2.874
H 6.415 1.616 -5.545
H 7.485 0.250 -5.960
H 6.457 0.053 -4.566
O -1.876 -3.803 -5.185
S -1.430 -4.581 -4.085
O -0.406 -4.062 -3.227
O -2.742 -4.911 -3.218
C -2.459 -5.597 -1.991
C -3.792 -5.970 -1.359
C -0.953 -6.205 -4.645
H -2.011 -4.906 -1.277
H -1.898 -6.533 -2.004
H -4.165 -5.048 -0.906
H -3.664 -6.649 -0.514
H -4.542 -6.438 -1.995
H -0.225 -6.068 -5.444
H -1.804 -6.719 -5.083
H -0.476 -6.741 -3.829
O -2.765 1.504 2.792
S -3.890 2.319 2.420
O -5.011 1.796 1.726
O -4.424 2.932 3.797
C -3.531 3.596 4.691
C -3.461 2.877 6.032
C -3.306 3.786 1.573
H -3.947 4.591 4.876
H -2.522 3.699 4.294
H -2.894 3.504 6.721
H -2.988 1.914 5.835
H -4.426 2.676 6.494
H -2.504 4.098 2.240
H -4.120 4.503 1.548
H -2.987 3.522 0.571
O 4.475 -2.251 -0.792
S 4.640 -1.570 0.451
O 4.534 -2.220 1.718
O 6.070 -0.862 0.323
C 6.641 -0.277 1.526
C 7.533 -1.276 2.242
C 3.537 -0.157 0.458
H 5.850 0.169 2.130
H 7.267 0.525 1.129
H 6.901 -1.896 2.882
H 8.230 -0.750 2.897
H 8.093 -1.920 1.570
H 3.767 0.444 1.335
H 2.532 -0.549 0.350
H 3.759 0.473 -0.404
O -2.129 -4.192 2.841
S -3.432 -4.677 2.503
O -4.158 -3.979 1.494
O -3.435 -6.204 2.053
C -2.427 -7.049 2.644
C -2.701 -8.483 2.229
C -4.371 -4.820 4.015
H -2.397 -6.912 3.724
H -1.444 -6.802 2.239
H -2.860 -8.504 1.151
H -3.609 -8.809 2.738
H -1.869 -9.136 2.474
H -3.636 -5.307 4.660
H -5.253 -5.444 3.913
H -4.610 -3.862 4.467
O 0.135 -7.299 -0.545
S 1.384 -6.617 -0.675
O 2.539 -7.107 0.007
O 1.722 -6.522 -2.244
C 2.995 -5.923 -2.555
C 3.167 -6.093 -4.050
C 1.164 -4.884 -0.263
H 3.824 -6.411 -2.038
H 3.054 -4.899 -2.192
H 2.367 -5.614 -4.615
H 3.082 -7.168 -4.222
H 4.136 -5.737 -4.389
H 0.531 -4.921 0.622
H 0.677 -4.346 -1.075
H 2.164 -4.491 -0.115
*
```

Values from the calculation:
Gap between HOMO and LUMO (eV): 9.16



[2]
Entry from OMol25: C51H121Br3N2O2 as an isolated structure (ωB97M-V/def2-TZVPD).

```
! wB97M-V def2-TZVPD RIJCOSX def2/J DEFGRID3
* xyz 0 1
C -9.145 5.417 -4.419
Br -10.821 4.494 -3.789
Br -7.717 5.150 -3.048
Br -9.453 7.360 -4.494
H -8.844 4.959 -5.361
C 8.028 0.971 -0.085
C 9.178 1.925 -0.257
C 10.389 1.248 -1.052
C 11.701 2.155 -1.215
C 12.834 1.687 -2.182
C 13.518 0.404 -1.739
H 8.232 0.198 0.656
H 7.816 0.433 -1.009
H 7.099 1.373 0.320
H 8.712 2.758 -0.784
H 9.559 2.265 0.706
H 10.080 1.017 -2.072
H 10.705 0.289 -0.642
H 11.405 3.183 -1.425
H 12.174 2.285 -0.242
H 12.481 1.468 -3.190
H 13.563 2.479 -2.352
H 14.031 0.572 -0.792
H 12.839 -0.448 -1.709
H 14.263 0.131 -2.487
C -4.470 -5.238 -0.295
C -5.719 -5.924 0.485
C -5.308 -7.165 1.338
C -6.392 -7.690 2.321
C -6.084 -8.991 2.921
C -4.836 -9.112 3.803
H -4.488 -4.159 -0.147
H -4.543 -5.422 -1.367
H -3.470 -5.597 -0.051
H -6.186 -5.200 1.152
H -6.489 -6.211 -0.231
H -4.458 -6.920 1.975
H -4.973 -7.897 0.602
H -6.520 -6.893 3.054
H -7.375 -7.724 1.851
H -6.925 -9.512 3.379
H -5.890 -9.718 2.132
H -3.964 -9.211 3.156
H -4.766 -8.494 4.698
H -4.916 -10.087 4.283
C 3.868 -9.238 4.227
C 2.705 -8.792 3.286
C 2.830 -7.308 3.022
C 1.643 -6.629 2.166
C 0.955 -5.277 2.709
C 1.922 -4.202 2.483
H 4.835 -8.883 3.870
H 3.959 -10.318 4.345
H 3.648 -8.897 5.238
H 2.753 -9.365 2.360
H 1.835 -9.147 3.839
H 3.831 -7.005 2.713
H 2.742 -6.798 3.981
H 1.891 -6.391 1.131
H 0.822 -7.311 1.943
H 0.082 -5.093 2.084
H 0.601 -5.380 3.735
H 2.007 -3.935 1.430
H 1.620 -3.313 3.037
H 2.951 -4.458 2.733
C -12.956 -2.882 5.533
C -12.475 -4.275 4.965
C -11.194 -4.271 4.110
C -10.060 -3.272 4.589
C -9.946 -2.066 3.733
C -8.782 -1.194 4.283
H -13.910 -2.934 6.057
H -13.178 -2.075 4.835
H -12.364 -2.685 6.427
H -12.441 -4.936 5.831
H -13.255 -4.562 4.260
H -11.450 -3.934 3.106
H -10.839 -5.301 4.162
H -10.238 -3.119 5.653
H -9.108 -3.803 4.580
H -9.718 -2.310 2.695
H -10.928 -1.597 3.790
H -7.831 -1.660 4.026
H -8.897 -0.212 3.824
H -8.785 -1.109 5.369
C 0.966 5.256 -5.861
C -0.435 5.163 -6.503
C -1.533 6.088 -5.825
C -3.014 5.909 -6.320
C -3.260 5.812 -7.848
C -4.678 5.904 -8.396
H 1.904 5.012 -6.359
H 0.962 4.947 -4.816
H 1.137 6.332 -5.820
H -0.167 5.356 -7.542
H -0.580 4.094 -6.350
H -1.266 7.145 -5.827
H -1.547 5.819 -4.769
H -3.690 5.214 -5.821
H -3.661 6.747 -6.060
H -2.709 6.532 -8.453
H -2.920 4.814 -8.123
H -4.882 5.433 -9.358
H -5.335 5.197 -7.891
H -4.960 6.956 -8.439
C -1.586 -5.089 -8.683
C -0.862 -3.764 -8.360
C -0.236 -3.666 -6.911
C -1.302 -3.424 -5.846
C -1.737 -1.932 -5.848
C -2.894 -1.752 -4.836
H -2.009 -5.044 -9.686
H -2.461 -5.143 -8.035
H -0.869 -5.910 -8.684
H -0.103 -3.721 -9.141
H -1.634 -2.999 -8.444
H 0.459 -2.837 -7.042
H 0.294 -4.610 -6.784
H -2.133 -4.126 -5.924
H -0.833 -3.676 -4.895
H -0.978 -1.199 -5.577
H -2.069 -1.637 -6.844
H -3.438 -0.813 -4.945
H -3.722 -2.454 -4.934
H -2.687 -1.664 -3.770
C 5.597 6.870 -0.125
C 6.206 7.816 0.867
C 7.227 7.043 1.845
C 7.605 7.949 3.085
C 8.500 7.062 4.104
C 9.906 6.721 3.622
H 6.404 6.403 -0.689
H 5.048 7.386 -0.912
H 4.942 6.188 0.419
H 6.547 8.787 0.507
H 5.391 8.142 1.513
H 8.191 6.968 1.343
H 6.881 6.058 2.157
H 8.223 8.814 2.842
H 6.697 8.285 3.585
H 8.600 7.780 4.918
H 7.961 6.237 4.570
H 10.484 7.624 3.428
H 10.484 6.063 4.271
H 9.861 6.440 2.569
C 1.757 3.361 6.640
C 2.140 4.213 5.428
C 2.532 3.448 4.144
O 3.350 2.361 4.324
C 4.746 2.621 4.734
N 1.234 5.315 5.162
H 1.440 4.032 7.438
H 2.657 2.814 6.922
H 1.019 2.581 6.456
H 3.066 4.705 5.727
H 2.930 4.049 3.326
H 1.564 3.093 3.791
H 4.626 2.900 5.781
H 5.196 3.470 4.218
H 5.408 1.755 4.717
H 1.244 6.103 5.793
H 1.349 5.756 4.261
C 0.677 1.051 -1.201
C -0.555 2.001 -1.039
C -1.507 1.599 0.038
O -2.778 2.191 -0.435
C -3.729 2.222 0.659
N -0.003 3.296 -0.537
H 1.509 1.256 -0.527
H 1.133 0.978 -2.189
H 0.361 0.028 -0.996
H -0.994 2.198 -2.017
H -1.298 1.972 1.041
H -1.840 0.561 0.035
H -4.627 2.689 0.255
H -3.384 2.868 1.467
H -3.834 1.273 1.185
H 0.854 3.513 -1.026
H -0.527 4.157 -0.475
*
```

Values from the calculation:
Gap between HOMO and LUMO (eV): 8.56



Listing lowest unoccupied orbital energy for the structures above in their given order: 0.0744; -0.3483 eV.